55
Properties=species:S:1:pos:R:3:forces:R:3 method="wB97M-V/def2-TZVPD" total_charge=+1 lumo_ha="-0.126 / -0.154" multiplicity=3
W 0.838053 0.676666 -0.138634 -1.1 0.1 1.3
C 2.783720 0.597592 -3.329298 0.0 0.0 0.0
C 1.748375 0.055903 -2.405427 0.2 -0.6 -0.8
N 0.561380 0.601772 -2.251737 0.2 0.1 -0.2
N 0.329547 1.828574 -2.882939 0.3 0.0 0.3
C 0.942568 2.831253 -2.314696 -0.3 0.0 -0.3
N 0.855442 4.041005 -2.903102 0.1 0.0 0.0
S 1.941884 2.727818 -0.869454 0.1 -0.1 0.0
C 1.970600 -1.282878 -1.755532 0.0 0.4 -0.4
C 2.846132 -2.261407 -2.193936 -0.1 -0.2 0.2
C 2.901097 -3.437855 -1.456210 0.0 0.1 -0.1
C 2.119684 -3.592306 -0.318149 -0.1 0.0 0.1
C 1.311700 -2.542797 0.085428 0.2 -0.1 -0.2
N 1.254002 -1.429575 -0.638977 0.2 0.3 0.0
H 3.457073 1.265104 -2.787465 0.0 0.0 0.0
H 2.298485 1.174609 -4.114018 0.0 0.0 0.0
H 3.376498 -0.199234 -3.769863 0.0 0.0 0.0
H 0.273090 4.135137 -3.718299 0.0 0.0 0.0
H 1.103750 4.866005 -2.389138 0.0 0.0 0.0
H 3.456639 -2.128522 -3.072646 0.0 0.0 0.0
H 3.562828 -4.232435 -1.773581 0.0 0.0 0.0
H 2.157102 -4.498547 0.268727 0.0 0.0 0.0
H 0.715793 -2.569960 0.988714 0.0 0.0 0.0
O -0.045177 1.438838 5.903034 0.0 0.0 0.0
C 0.200017 1.253214 4.601879 0.0 0.0 0.1
C 1.380766 0.655775 4.135394 -0.2 0.0 -0.2
C 1.514976 0.511460 2.773412 0.2 0.0 0.2
N 0.558078 0.914318 1.949768 0.2 0.1 -0.8
C -0.534503 1.546301 2.364538 -0.2 0.1 0.2
C -0.771121 1.727839 3.705468 0.1 -0.1 -0.2
C -1.341870 2.108771 1.205787 0.2 -0.1 0.1
O -2.444122 2.560602 1.363249 0.0 0.1 -0.1
O -0.662150 2.069324 0.077525 0.0 0.0 0.1
C 2.747855 0.037612 2.024473 -0.2 0.2 0.0
O 3.686746 -0.454516 2.581408 0.1 -0.1 0.0
O 2.651301 0.275798 0.720619 -0.1 -0.1 0.2
H 0.682939 1.114735 6.446915 0.0 0.0 0.0
H 2.179977 0.338440 4.792045 0.0 0.0 0.0
H -1.653393 2.250743 4.044921 0.0 0.0 0.1
C -4.197957 0.520189 -0.302082 0.0 -0.1 0.0
C -3.158209 0.373708 -1.397303 -0.1 0.1 -0.1
S -1.891454 -0.876974 -1.186506 0.3 0.1 0.0
O -1.074109 -0.411172 0.044619 0.2 -0.2 0.1
C -2.769150 -2.335848 -0.607110 -0.2 -0.1 0.0
C -3.068509 -2.438629 0.882482 0.0 0.0 0.0
H -4.799993 1.403626 -0.509807 0.0 0.0 0.0
H -3.734293 0.662336 0.671032 0.0 0.0 0.0
H -4.872058 -0.335126 -0.269831 0.0 0.0 0.0
H -2.562128 1.282660 -1.522014 0.0 0.0 0.0
H -3.595216 0.149704 -2.374475 0.0 -0.1 0.0
H -2.144616 -3.168258 -0.934293 0.1 0.1 0.0
H -3.668829 -2.357720 -1.228975 0.0 -0.1 0.0
H -2.264565 -2.009024 1.477784 0.0 0.0 0.0
H -3.160559 -3.491360 1.146504 0.0 0.0 0.0
H -3.994109 -1.943277 1.159784 0.0 0.1 0.0



50
Properties=species:S:1:pos:R:3:forces:R:3 method="wB97M-V/def2-TZVPD" lumo_ha=-0.007
C -0.589562 4.338758 0.756855 2.2 -0.1 0.1
C -0.083660 2.893807 0.825543 -1.1 -1.2 0.3
O -0.879586 2.234128 -0.224487 -1.1 -1.7 -0.7
C -1.071090 0.831941 -0.256381 3.1 -1.2 3.7
C -0.346059 -0.104909 0.586524 -0.4 1.4 -2.0
C -0.559705 -1.425107 0.039698 0.5 5.4 -1.0
C 0.293550 -2.558784 0.462844 2.2 1.4 -0.2
O -0.308757 -3.510180 0.793986 -1.6 -3.8 0.9
N 1.704654 -2.490777 0.672074 -2.1 -2.3 -2.0
C 2.619339 -1.445256 0.499793 0.1 1.7 0.9
C 2.907624 -0.914531 1.883134 1.0 -0.9 0.9
C 3.596980 -2.083013 2.602233 1.2 0.8 2.3
C 2.884581 -3.371394 2.551087 -1.8 -2.2 -0.4
N 1.718208 -3.314078 3.517728 2.8 -4.1 -0.9
C 2.420761 -3.699461 1.103951 -0.1 0.7 2.2
N -1.413455 -1.281174 -0.979321 -0.6 -1.3 0.2
N -1.809389 0.037582 -1.081750 0.8 0.2 0.0
C -2.802150 0.422223 -2.017120 0.3 0.6 -0.7
C -2.921528 1.766409 -2.422491 -1.7 -3.2 0.1
C -3.882308 2.002049 -3.407809 0.7 2.7 1.0
C -4.630147 1.043105 -4.054894 -0.4 0.2 1.6
C -5.669118 1.395900 -4.969447 -0.1 0.5 -0.7
N -6.463830 1.733517 -5.733128 0.2 -0.2 0.3
C -4.572145 -0.234084 -3.496724 0.0 1.9 -2.6
C -3.650908 -0.519495 -2.578772 1.8 -0.7 1.0
C 1.385055 2.810886 0.578657 4.2 -1.0 2.2
N 1.994395 3.322911 -0.490832 1.0 -0.8 -0.8
O 2.193910 2.360161 1.428570 -2.5 -0.2 -0.5
H -1.618934 4.341203 0.816232 -2.3 0.0 0.1
H -0.294072 4.837801 -0.185619 -0.1 -0.4 0.4
H -0.200800 4.935681 1.579669 0.2 -0.1 0.0
H -0.179056 2.311532 1.799038 -0.4 1.1 -1.0
H 0.472232 0.180893 1.228567 -0.2 0.1 0.2
H 3.521726 -1.778228 0.029742 0.7 -0.5 -0.3
H 2.278363 -0.662131 -0.096293 -1.0 1.2 -1.3
H 3.550944 -0.038154 1.918083 -0.1 0.1 -0.1
H 2.000002 -0.724468 2.452888 -0.2 0.5 -0.4
H 3.600186 -1.941546 3.728327 0.7 0.6 -1.1
H 4.627554 -2.199162 2.219321 -0.3 0.1 0.3
H 3.500429 -4.266174 2.802247 0.0 0.9 0.4
H 0.958981 -3.954488 3.314233 0.2 0.1 -0.2
H 1.397592 -2.438698 3.566541 -1.7 4.0 0.2
H 1.790492 -4.528367 1.283134 -1.1 -0.8 -0.6
H 3.306614 -4.065501 0.557859 -0.5 0.8 -0.6
H -2.539047 2.436604 -1.719058 0.8 1.7 0.1
H -4.085862 3.075889 -3.471693 -0.1 -0.4 -0.9
H -5.086371 -0.918074 -4.086751 -1.0 -1.8 -0.1
H -3.434159 -1.530507 -2.432859 0.1 -1.4 0.9
H 2.919813 2.902663 -0.744119 -1.5 1.0 0.5
H 1.447714 3.782101 -1.149010 -0.7 0.7 -1.7



55
Properties=species:S:1:pos:R:3:forces:R:3 method="wB97M-V/def2-TZVPD" total_charge=-2 lumo_ha=0.168
Tl -0.998824 -0.246863 -1.360998 0.0 -0.1 -0.2
C -1.487742 3.209277 1.177628 0.0 0.0 0.0
C -2.294395 2.019042 1.529375 -0.1 0.0 0.1
N -2.256401 0.856156 0.935357 0.2 0.0 -0.2
C -3.186982 0.060694 1.553224 -0.2 0.5 0.6
C -3.796900 0.779190 2.567765 -0.1 -0.4 -0.1
N -3.210091 2.010386 2.529788 -0.1 -0.1 0.0
C -4.863702 0.505691 3.608942 0.3 0.1 -0.3
O -5.390490 -0.638770 3.580379 -0.1 -0.4 -0.1
O -5.111737 1.430093 4.386045 0.0 0.4 0.2
C -3.446794 -1.315151 1.085589 -0.2 -0.5 -0.1
O -4.342358 -2.005640 1.753177 -0.3 0.3 0.5
O -2.880071 -1.785551 0.112916 0.1 0.1 0.1
H -0.824549 2.958297 0.356885 0.1 0.0 0.0
H -0.899694 3.546987 2.029581 0.1 0.1 0.0
H -2.128556 4.027680 0.853220 0.0 0.1 0.0
H -3.484947 2.746981 3.161119 0.0 0.0 0.0
H -4.807715 -1.451955 2.544568 0.3 -0.1 -0.4
C -0.289133 -3.359928 -4.016806 0.0 0.0 0.1
C 0.531221 -3.496240 -2.761988 0.1 -0.3 -0.2
C 1.336510 -4.606103 -2.546365 0.0 -0.2 -0.1
C 2.093265 -4.637691 -1.374201 0.1 0.0 -0.2
C 2.072771 -3.569241 -0.519300 0.1 -0.1 0.1
C 1.257745 -2.441884 -0.818015 0.1 0.2 0.1
N 0.470651 -2.483493 -1.920416 -0.1 0.0 -0.2
N 1.189011 -1.326497 -0.105645 0.1 0.2 0.5
Si 2.342827 -0.584313 0.878089 0.4 0.6 0.2
C 1.476460 0.902495 1.700372 0.4 -0.4 -0.3
C 3.797161 0.064927 -0.208981 -0.6 -0.2 0.3
C 3.221967 -1.553606 2.303073 -0.4 0.1 -0.5
H -0.822178 -4.280270 -4.250831 0.0 -0.1 0.0
H 0.366065 -3.118653 -4.855069 0.0 0.0 -0.1
H -0.999497 -2.546881 -3.892074 -0.1 0.0 0.0
H 1.381637 -5.415013 -3.263723 -0.1 0.0 0.0
H 2.707589 -5.506691 -1.154477 0.0 0.1 0.0
H 2.664897 -3.560420 0.381363 0.0 0.0 0.1
H 0.608066 1.158024 1.103834 -0.2 0.1 -0.1
H 2.117259 1.778746 1.763706 0.2 0.1 0.0
H 1.130540 0.671119 2.703594 -0.1 -0.1 0.2
H 3.383872 0.491133 -1.117135 -0.1 0.1 -0.3
H 4.443656 -0.750746 -0.519961 0.1 -0.2 0.0
H 4.413918 0.818700 0.275231 0.1 0.1 0.2
H 2.486865 -2.004566 2.963740 -0.2 -0.1 0.2
H 3.871205 -0.922311 2.906934 0.0 0.3 0.0
H 3.835974 -2.358206 1.907263 0.1 -0.2 -0.1
N 2.016576 3.134757 -1.403223 -0.1 -0.1 0.1
C 0.805503 2.782851 -1.989624 0.6 -0.3 -0.2
O 0.671238 1.639410 -2.445432 0.0 0.3 0.1
C -0.168966 3.821935 -2.062833 0.3 -0.5 0.0
C 0.057149 5.048442 -1.465613 0.2 1.0 0.4
N 0.260309 6.067064 -0.949078 0.1 0.0 0.1
C -1.412109 3.621098 -2.651431 -0.8 -0.2 -0.5
N -2.458499 3.504691 -3.128540 -0.1 0.0 -0.1
H 2.015481 3.963022 -0.830526 0.1 0.0 0.1
H 2.534943 2.347796 -1.040471 -0.1 0.1 -0.1



55
Properties=species:S:1:pos:R:3:forces:R:3 method="wB97M-V/def2-TZVPD" total_charge=-2 lumo_ha=0.162
Tl 0.499803 -1.482491 -0.729514 0.1 0.2 -0.1
C -2.530871 0.357738 1.797759 -0.1 0.0 -0.1
C -3.145258 -0.418942 0.682274 0.1 0.1 0.0
N -2.494443 -1.092116 -0.237250 -0.1 -0.2 0.0
C -3.459261 -1.668561 -1.047887 0.0 0.1 0.0
C -4.710432 -1.313858 -0.600477 0.0 0.0 0.0
N -4.482336 -0.525409 0.488922 0.1 0.0 0.1
C -6.142257 -1.565167 -1.002790 -0.1 -0.1 -0.1
O -6.320602 -2.286266 -2.027551 0.2 0.1 0.0
O -6.997799 -1.035595 -0.279038 0.0 0.0 0.0
C -3.073665 -2.514466 -2.215542 0.2 0.2 0.2
O -4.054414 -2.986174 -2.952579 -0.2 0.0 0.0
O -1.905992 -2.741222 -2.466166 -0.1 0.0 0.0
H -1.453068 0.398266 1.656679 0.0 0.0 0.0
H -2.731267 -0.104500 2.767024 0.0 0.0 0.0
H -2.919555 1.377715 1.818906 0.0 0.0 0.0
H -5.243346 -0.130796 1.019460 0.0 0.0 0.0
H -4.990926 -2.707692 -2.603303 0.0 0.0 0.1
C 4.424295 -2.630674 -2.049139 0.0 0.1 0.0
C 4.302087 -1.216706 -1.534408 -0.1 0.1 0.0
C 5.426962 -0.501977 -1.150532 0.0 0.0 0.0
C 5.229997 0.801459 -0.686225 0.0 0.0 0.0
C 3.967580 1.333655 -0.623765 0.0 0.0 -0.1
C 2.843112 0.560726 -1.049691 -0.1 0.1 -0.1
N 3.070308 -0.710231 -1.496293 0.1 -0.1 0.0
N 1.570258 0.971334 -1.034155 0.2 -0.5 0.1
Si 0.967859 2.546362 -0.963471 -0.2 0.3 0.0
C -0.912956 2.462292 -0.882574 0.0 -0.1 0.0
C 1.431333 3.513107 -2.520703 0.1 0.0 -0.1
C 1.504141 3.645678 0.479217 0.1 -0.1 0.1
H 5.028956 -3.243142 -1.377307 0.0 0.0 0.0
H 4.900494 -2.641546 -3.032326 0.0 0.0 0.0
H 3.433687 -3.072697 -2.141140 0.0 0.0 0.0
H 6.412754 -0.948916 -1.197592 0.0 0.0 0.0
H 6.079492 1.389240 -0.352749 0.0 0.0 0.0
H 3.801487 2.329589 -0.233196 0.0 0.0 0.0
H -1.268089 1.472975 -1.188742 0.0 0.1 0.0
H -1.371847 3.207581 -1.540931 0.0 0.0 0.0
H -1.272872 2.652072 0.132942 0.0 0.0 0.0
H 1.036393 3.009491 -3.408857 0.0 0.0 0.0
H 2.521010 3.567550 -2.626912 -0.1 0.0 0.0
H 1.039430 4.536471 -2.500554 0.0 -0.1 0.0
H 1.463824 3.084166 1.419476 0.0 0.1 -0.1
H 0.840975 4.512363 0.572194 0.0 0.0 0.0
H 2.526202 4.019190 0.358538 -0.1 0.0 0.0
N -0.969140 -2.527338 2.558824 0.1 0.0 0.1
C 0.059715 -1.645090 2.838994 -0.1 0.0 0.1
O 0.933234 -1.433843 1.985376 0.0 0.1 0.0
C 0.041525 -1.037802 4.143106 -0.1 0.0 0.1
C -1.066242 -1.225507 5.002392 0.3 0.1 0.0
N -1.979253 -1.372876 5.702427 -0.1 -0.1 -0.1
C 1.104599 -0.211529 4.588406 -0.1 -0.2 -0.1
N 1.959199 0.454418 4.993429 0.0 0.0 0.0
H -1.770801 -2.536093 3.167656 0.0 0.0 0.0
H -1.154020 -2.674218 1.579360 0.0 0.0 0.0



52
Properties=species:S:1:pos:R:3:forces:R:3 method="wB97M-V/def2-TZVPD" total_charge=+1 lumo_ha="-0.108 / -0.108" multiplicity=5
Pm -0.181452 -1.225282 1.234238 0.1 -0.2 3.9
C -0.649054 -0.800075 4.132017 1.0 0.5 -0.9
C -1.247540 -2.028038 3.842051 -0.2 -0.9 0.0
C -0.202673 -2.930645 3.503452 -0.6 -1.2 -0.7
C 1.028624 -2.261338 3.478433 0.8 0.2 0.2
C 0.744389 -0.928658 3.893067 0.4 -0.2 -0.5
H -1.099354 0.122689 4.430866 -0.4 0.2 0.2
H -2.309246 -2.298554 3.952198 0.7 0.3 -0.1
H -0.327444 -4.007895 3.288430 0.0 0.8 0.1
H 2.042663 -2.697052 3.241585 -1.4 0.6 0.4
H 1.504427 -0.168456 3.970580 0.0 0.3 0.3
O 1.445287 0.380402 -1.464374 -0.3 1.3 1.0
C 1.243552 1.166066 -0.515184 -2.1 -1.0 1.0
O 0.468276 0.994669 0.537058 2.0 0.3 -2.1
C 1.931295 2.531811 -0.614930 -2.5 -1.2 -0.5
N 1.962223 3.169343 0.729359 -0.4 -1.4 0.9
C 3.399001 3.441874 1.051047 0.5 0.0 1.3
C 4.092893 3.372955 -0.312371 1.3 0.9 -0.5
C 3.315770 2.309881 -1.051045 0.9 0.8 -2.1
H 1.303295 3.102330 -1.335240 0.6 0.0 0.7
H 1.505888 2.510665 1.426135 0.5 0.2 -1.0
H 1.375873 3.965832 0.804480 -0.5 1.2 -0.3
H 3.693159 2.596246 1.714580 0.1 0.8 -0.4
H 3.410411 4.411879 1.615857 0.5 -1.0 -0.6
H 5.191642 3.135785 -0.340296 -1.1 0.4 0.6
H 3.971296 4.363189 -0.802941 0.1 -0.6 0.1
H 3.635821 1.304486 -0.872273 0.3 -0.5 0.6
H 3.333486 2.375165 -2.168673 0.3 0.3 0.9
N 1.547950 -1.975144 -2.600138 -1.7 -0.7 -0.1
C 1.476322 -3.238767 -1.686821 0.3 0.8 -0.9
C 1.273315 -2.757108 -0.259715 -0.1 -0.6 2.0
O 0.374125 -3.360296 0.453814 2.1 1.2 -2.0
O 1.965135 -1.753075 0.168536 -1.4 -1.8 -1.2
H 0.670520 -1.979070 -3.151837 0.2 0.4 0.7
H 2.220711 -2.074320 -3.360142 0.6 0.2 0.6
H 1.571500 -1.032186 -2.019325 0.2 -0.9 -0.6
H 2.473087 -3.679867 -1.791625 -0.4 -0.3 0.2
H 0.643878 -3.905089 -2.021389 0.9 0.6 0.3
Br -6.718597 1.966245 -3.556050 0.4 -0.5 0.5
C -5.533012 0.873143 -2.522952 1.7 -0.4 -0.3
C -4.396741 0.277074 -3.148184 -1.2 0.6 0.1
C -3.516000 -0.491302 -2.390396 0.8 1.0 -0.2
C -3.547503 -0.450517 -1.001682 -0.6 -0.2 0.4
C -4.763864 -0.004203 -0.403392 1.3 -0.7 0.4
C -5.709864 0.676232 -1.142650 -0.7 -0.2 -0.7
C -2.353653 -0.888408 -0.145608 -3.0 -1.2 -0.7
O -1.315441 -1.357940 -0.728707 -0.5 0.8 -0.3
O -2.516911 -0.912939 1.117643 0.8 0.5 -1.2
H -4.138735 0.479793 -4.200922 -0.6 -0.4 0.5
H -2.713254 -0.983428 -2.931164 0.2 0.2 0.3
H -4.934965 -0.330693 0.638722 0.1 0.9 -0.5
H -6.640487 0.992584 -0.684105 0.1 0.0 0.0



Let's list E in order: -63288.242; -35139.435; -53306.392; -53306.630; -121936.253 eV.